Record 1
The following is a quantum chemistry calculation of a cluster of 3 separate species, C2H2FO3S in total in a non-equilibrium geometry, from the OMol25 dataset.

```
9
Properties=species:S:1:pos:R:3:forces:R:3
C 0.028068 -0.140009 1.649356 -4.168 -0.231 -4.663
C -0.903937 -1.593210 0.315444 -0.161 0.983 -0.778
O 1.829068 1.180251 -2.219929 1.465 -0.155 -2.006
O -1.351092 -1.494535 -0.812425 1.621 -0.388 4.282
O 0.193586 2.712452 -1.120703 -1.248 2.514 -0.281
F -0.939131 -2.836786 1.002781 -0.017 1.286 -0.886
S 0.927749 1.463053 -1.117221 -0.210 -2.362 2.443
H -0.673218 0.718598 1.257924 0.863 -1.366 1.725
H 0.888910 -0.009816 1.044773 1.854 -0.280 0.165
```
Positions in Å, forces in eV/Å.

Lowest unoccupied orbital energy (spin up / spin down) ... 3.2 / 1.1 eV
Net charge ... -1
ΔE to the lowest compared entry with this formula, charge and spin ... 289.7 kJ/mol
Frontier orbital gap (spin up / spin down) ... 0.1726 / 0.2193 Ha
2S+1 ... 3
Energy ... -801.0293 Eh
Expectation value of S² ... 2.016

Record 2
The following is a quantum chemistry calculation of an isolated molecule of C2H2FOP in a non-equilibrium geometry, from the OMol25 dataset.

```
7
Properties=species:S:1:pos:R:3:forces:R:3
C -1.459634 1.000330 -0.068849 -1.682 6.160 1.896
C -0.373784 0.057065 -0.004600 0.540 -0.821 -0.953
O -1.780107 2.218835 0.117199 1.723 -5.139 -0.849
F -2.557226 -1.092997 0.848423 0.550 0.672 -2.207
P -2.076631 -0.531296 -0.728214 -0.443 -1.572 1.758
H 0.480075 0.253575 -0.658100 -0.282 0.101 -0.137
H -0.079555 -0.672059 0.747979 -0.406 0.598 0.491
```
Positions in Å, forces in eV/Å.

Lowest unoccupied orbital energy ... -0.9 eV
ΔE to the lowest compared entry with this formula, charge and spin ... 91.9 kJ/mol
SMILES ... O=C1CP1F
Frontier orbital gap ... 0.3266 Ha
2S+1 ... 1
Energy ... -593.8039 Eh

Record 3
The following is a quantum chemistry calculation of a structure of composition C2H2FOYb in a non-equilibrium geometry, from the OMol25 dataset.

```
7
Properties=species:S:1:pos:R:3:forces:R:3
C -0.823040 0.203345 -0.230085 -0.197 0.358 -2.595
C 0.186632 -0.675207 -0.408569 -3.079 -1.081 2.920
O 0.945555 -0.742331 0.677722 3.464 0.719 -0.566
H -1.876434 0.150777 -0.484241 0.388 0.514 -0.496
F -0.422634 1.442884 0.289841 -0.295 -0.073 1.058
H -0.022774 -1.603572 -0.957480 0.351 0.299 -0.174
Yb 2.012697 1.224104 1.112814 -0.633 -0.735 -0.147
```
Positions in Å, forces in eV/Å.

Lowest unoccupied orbital energy (spin up / spin down) ... 0.2 / -0.3 eV
ΔE to the lowest compared entry with this formula, charge and spin ... 0.0 kJ/mol
Frontier orbital gap (spin up / spin down) ... 0.2120 / 0.2671 Ha
2S+1 ... 2
Energy ... -1411.0735 Eh
Expectation value of S² ... 0.751

Record 4
The following is a quantum chemistry calculation of a structure of composition C2H2FOYb in a non-equilibrium geometry, from the OMol25 dataset.

```
7
Properties=species:S:1:pos:R:3:forces:R:3
C -0.089243 0.204022 0.186180 1.148 4.496 -3.073
C 0.870570 -0.657856 0.026763 0.109 -0.810 0.949
O -0.492610 1.364265 -0.110485 0.261 -2.539 1.703
H 0.601914 -1.710828 -0.093174 0.214 0.167 0.190
H -1.970663 1.013305 -0.192151 0.379 -4.455 1.194
Yb 3.264898 -0.052557 0.118080 -1.507 -0.290 -0.064
F -2.184865 -0.160351 0.064788 -0.604 3.431 -0.900
```
Positions in Å, forces in eV/Å.

Lowest unoccupied orbital energy (spin up / spin down) ... -0.5 / -2.7 eV
ΔE to the lowest compared entry with this formula, charge and spin ... 367.3 kJ/mol
Frontier orbital gap (spin up / spin down) ... 0.2524 / 0.1677 Ha
2S+1 ... 2
Energy ... -1410.9336 Eh
Expectation value of S² ... 0.752

Record 5
The following is a quantum chemistry calculation of a structure of composition C2H2FYb in a non-equilibrium geometry, from the OMol25 dataset.

```
6
Properties=species:S:1:pos:R:3:forces:R:3
F -2.823051 0.074696 -0.313364 1.897 0.385 0.740
C -1.201288 0.380203 0.056128 -1.092 0.336 -1.107
C -0.272292 -0.512192 0.036575 0.422 0.006 0.383
H -1.194137 1.484044 0.071049 -0.365 -0.898 0.026
H -0.481319 -1.586057 0.005562 -0.169 0.303 -0.252
Yb 2.585996 0.202042 -0.634794 -0.693 -0.131 0.211
```
Positions in Å, forces in eV/Å.

Lowest unoccupied orbital energy ... 3.2 eV
Net charge ... -1
Frontier orbital gap ... 0.1840 Ha
2S+1 ... 1
Energy ... -1335.8236 Eh

Record 6
The following is a quantum chemistry calculation of a structure of composition C2H2GdO3 in a non-equilibrium geometry, from the OMol25 dataset.

```
8
Properties=species:S:1:pos:R:3:forces:R:3
H -0.813229 1.356351 0.704390 -0.142 -0.215 0.035
O 1.256104 1.111923 0.457601 -0.094 -0.468 1.044
O 1.129879 0.674451 -0.906330 -0.054 -1.465 0.244
C -0.099740 0.519553 0.655015 -2.103 -2.296 3.241
C 0.189834 -0.160859 -0.635230 1.196 2.095 -4.655
Gd -1.024174 -1.395205 -2.804547 -0.467 -0.639 -0.961
O -0.569999 -0.645030 1.324083 0.730 3.609 0.328
H -0.068676 -1.461185 1.205017 0.936 -0.622 0.723
```
Positions in Å, forces in eV/Å.

Lowest unoccupied orbital energy (spin up / spin down) ... -16.3 / -19.0 eV
Net charge ... +3
ΔE to the lowest compared entry with this formula, charge and spin ... 0.0 kJ/mol
Frontier orbital gap (spin up / spin down) ... 0.2870 / 0.1982 Ha
2S+1 ... 8
Energy ... -1067.0365 Eh
Expectation value of S² ... 15.781

Record 7
The following is a quantum chemistry calculation of a cluster of 2 separate species, C2H2IN in total in a non-equilibrium geometry, from the OMol25 dataset.

```
6
Properties=species:S:1:pos:R:3:forces:R:3
C -1.247979 -0.608581 0.934456 -2.421 -1.297 -0.453
C -0.202324 -0.170049 0.113765 2.761 -0.369 -0.353
N -2.195439 -1.034114 1.465233 1.307 0.752 -0.306
I 1.575706 -2.544400 0.411253 -1.367 1.796 -0.379
H -0.254482 0.082862 -1.040477 -0.060 -0.822 2.835
H 0.520024 0.340362 0.794276 -0.221 -0.060 -1.344
```
Positions in Å, forces in eV/Å.

Lowest unoccupied orbital energy (spin up / spin down) ... -3.1 / -3.1 eV
ΔE to the lowest compared entry with this formula, charge and spin ... 177.7 kJ/mol
Frontier orbital gap (spin up / spin down) ... 0.2439 / 0.2439 Ha
2S+1 ... 1
Energy ... -429.7576 Eh

Record 8
The following is a quantum chemistry calculation of a structure of composition C2H2INO3 in a non-equilibrium geometry, from the OMol25 dataset.

```
9
Properties=species:S:1:pos:R:3:forces:R:3
C -1.578597 -1.658095 -1.855722 -0.811 1.586 1.790
C -2.134579 -0.657403 -0.163997 -0.325 -2.187 -2.988
N -0.017291 0.426092 0.086946 0.295 0.469 -0.784
O -3.270831 -0.888199 0.060655 0.518 0.399 0.149
O -2.371262 -1.825075 -2.691719 0.228 0.054 0.390
O -1.273371 -0.048707 0.569306 0.417 0.224 1.224
I 0.411996 -2.523253 -1.934294 0.199 -0.152 -0.009
H 0.468847 -0.320629 -0.416485 -0.242 -0.113 0.403
H 0.485589 0.649600 0.946116 -0.278 -0.281 -0.176
```
Positions in Å, forces in eV/Å.

Lowest unoccupied orbital energy ... -0.6 eV
ΔE to the lowest compared entry with this formula, charge and spin ... 365.4 kJ/mol
Frontier orbital gap ... 0.3183 Ha
2S+1 ... 1
Energy ... -655.4643 Eh

Record 9
The following is a quantum chemistry calculation of a structure of composition C2H2LiO2Tb in a non-equilibrium geometry, from the OMol25 dataset.

```
8
Properties=species:S:1:pos:R:3:forces:R:3
C -1.441487 1.076600 -0.278070 -3.921 -0.444 -8.809
C -0.464560 0.378225 0.396036 5.252 -6.903 -0.557
O -0.263728 -0.929418 0.107064 -0.209 6.163 2.151
O -1.353007 1.230831 -1.613659 -0.228 -0.117 7.883
H -2.410512 0.853968 0.259497 0.051 1.491 -0.644
Tb 4.157246 -1.786683 -0.855294 0.686 -0.026 -0.457
Li 1.518203 -1.732874 0.955692 -1.365 0.052 0.049
H 0.257842 0.909352 1.028737 -0.266 -0.216 0.383
```
Positions in Å, forces in eV/Å.

Lowest unoccupied orbital energy (spin up / spin down) ... -8.1 / -9.7 eV
Net charge ... +2
ΔE to the lowest compared entry with this formula, charge and spin ... 703.5 kJ/mol
Frontier orbital gap (spin up / spin down) ... 0.2604 / 0.2716 Ha
2S+1 ... 7
Energy ... -1058.9503 Eh
Expectation value of S² ... 12.279

Record 10
The following is a quantum chemistry calculation of a cluster of 2 separate species, C2H2N2 in total in a non-equilibrium geometry, from the OMol25 dataset.

```
6
Properties=species:S:1:pos:R:3:forces:R:3
C 1.910330 -0.101245 0.704918 5.970 1.293 0.274
C -1.977154 0.211931 -0.714361 -1.132 -1.860 -2.002
N 0.881213 -0.535926 0.698848 -3.423 -1.580 0.021
N -1.320280 0.775341 0.032324 -0.353 0.576 0.115
H 3.021314 0.100920 0.762164 -2.149 -0.006 -0.176
H -2.515424 -0.451023 -1.483894 1.086 1.576 1.769
```
Positions in Å, forces in eV/Å.

Lowest unoccupied orbital energy ... 1.2 eV
ΔE to the lowest compared entry with this formula, charge and spin ... 74.6 kJ/mol
SMILES ... C#N.C#N
Frontier orbital gap ... 0.4755 Ha
2S+1 ... 1
Energy ... -186.8487 Eh